Here is 2 unconnected molecules or ions with the total composition C17H37ClNO6PS3Si at a distorted geometry from the OMol25 dataset. Energies are from the ωB97M-V functional and the def2-TZVPD basis.

XYZ file:
```
67
Properties=species:S:1:pos:R:3:forces:R:3:lowdin_charge:R:1
C -0.679184 -2.173601 3.892496 -0.1 0.0 -0.6 -0.113
C -0.858618 -0.648414 3.836328 0.2 -0.9 0.2 -0.248
C -0.769675 -0.179553 2.399301 0.0 0.1 0.0 -0.213
C -0.907837 1.333373 2.288888 0.1 0.3 0.6 -0.146
N -1.214271 1.795686 0.901039 -0.4 -0.7 -0.5 -0.176
C -0.405136 1.109976 -0.104025 0.3 0.0 0.0 -0.244
C -0.384253 1.811148 -1.461980 0.0 -0.3 -0.2 -0.191
C -0.312008 0.819556 -2.633250 0.2 0.6 -0.4 -0.257
C 1.109774 0.526296 -3.153192 -0.3 -0.4 -0.1 -0.267
Si 2.115012 -0.692854 -2.123886 0.0 0.1 1.1 0.485
C 1.021503 -2.097497 -1.517792 0.1 -0.1 -0.4 -0.348
C 0.157337 -2.769494 -2.593123 0.0 -0.3 0.4 -0.160
C 3.064655 0.025515 -0.653047 0.0 0.3 -0.2 -0.249
C 3.272702 1.552414 -0.595863 0.3 -0.3 0.2 -0.212
C 3.899326 2.163238 -1.847010 0.0 0.5 0.3 -0.262
O 4.993216 3.030904 -1.500482 0.1 -0.5 0.0 -0.068
P 3.610274 -1.711888 -3.529737 0.0 -0.2 -0.7 0.414
O 4.952661 -0.816648 -3.178186 -0.2 0.1 0.3 -0.457
Cl 4.009896 -3.465572 -2.459125 0.0 0.0 0.2 0.141
C -2.553403 1.915811 0.624220 0.1 0.3 0.1 -1.051
S -3.511939 3.034977 1.343510 -0.1 0.0 0.3 0.653
S -3.229352 0.791593 -0.613690 0.2 -0.1 -0.1 0.918
C -4.885480 0.442885 0.039911 0.0 0.0 -0.3 -0.493
C -5.873326 0.198143 -1.097564 -0.3 -0.2 0.2 -0.334
C -5.834145 -1.245568 -1.593882 0.4 0.3 0.0 -0.123
H 0.382247 -2.414877 3.918594 0.1 0.0 0.3 0.057
H -1.197071 -2.614493 4.740920 0.2 0.0 0.2 0.061
H -1.103625 -2.635528 2.989281 -0.1 -0.1 0.0 0.050
H -0.028670 -0.240396 4.408209 0.1 0.4 0.3 0.089
H -1.819214 -0.404942 4.296101 0.0 0.4 -0.1 0.104
H 0.207483 -0.498006 2.028044 0.0 -0.1 -0.1 0.115
H -1.540356 -0.679901 1.800791 -0.1 0.0 -0.1 0.105
H -1.718578 1.656958 2.935169 -0.1 0.2 -0.1 0.092
H -0.007351 1.818401 2.662536 0.1 0.0 -0.1 0.141
H 0.597340 1.034742 0.311922 0.1 0.1 0.0 0.107
H -0.739418 0.080554 -0.252415 -0.2 -0.1 0.1 0.070
H -1.281850 2.413732 -1.590227 -0.1 0.1 0.1 0.086
H 0.465132 2.490651 -1.542963 0.0 0.2 0.1 0.103
H -0.846286 -0.096675 -2.393742 0.0 -0.1 0.1 0.069
H -0.850037 1.272314 -3.469936 -0.1 0.0 0.0 0.104
H 1.626300 1.467237 -3.334607 0.1 0.0 0.0 0.059
H 0.990580 0.058783 -4.137099 0.1 0.0 -0.1 0.067
H 1.698595 -2.856337 -1.122377 0.1 0.1 0.1 0.037
H 0.433032 -1.767066 -0.661075 -0.1 0.1 0.0 0.067
H -0.692751 -2.165281 -2.900607 0.0 0.1 -0.2 0.053
H -0.249525 -3.704701 -2.205694 -0.1 0.0 0.0 0.067
H 0.755750 -3.035752 -3.464881 0.0 0.1 -0.2 0.051
H 2.583667 -0.293165 0.273606 -0.1 -0.1 0.0 0.085
H 4.057959 -0.428414 -0.633624 0.0 -0.2 -0.1 0.077
H 3.964639 1.755326 0.221550 0.0 0.0 0.1 0.122
H 2.347520 2.056850 -0.322997 -0.1 0.1 -0.1 0.086
H 4.293766 1.396120 -2.511252 0.0 -0.1 -0.1 0.086
H 3.152977 2.764316 -2.368877 0.0 -0.1 -0.3 0.100
H 4.775418 3.912262 -1.781338 -0.1 0.4 -0.1 0.063
H 5.738052 -1.301991 -3.431542 0.4 0.0 -0.2 0.026
H -5.173291 1.275629 0.670221 0.0 0.2 0.0 0.008
H -4.799400 -0.455774 0.649569 0.0 0.0 0.1 0.078
H -5.688524 0.892912 -1.915550 0.0 0.1 0.0 0.091
H -6.876821 0.417055 -0.724676 -0.1 0.0 0.0 0.100
H -4.842696 -1.464405 -1.994137 0.0 -0.1 -0.1 0.065
H -6.569022 -1.429738 -2.373734 -0.1 -0.1 0.0 0.063
H -5.986383 -1.924594 -0.757013 -0.2 -0.1 0.0 0.071
O 2.158014 -0.898108 7.108329 0.0 0.0 -0.1 -0.507
S 2.640439 -0.219187 5.871895 -0.2 0.0 -0.1 0.159
O 2.266186 -1.053618 4.675354 0.0 0.0 -0.1 -0.506
O 4.117280 -0.043795 5.923370 -0.1 0.0 -0.1 -0.504
O 1.970762 1.112473 5.735045 0.0 0.0 -0.1 -0.515
```
Positions in Å, forces in eV/Å.

Results
maximum force = 1.094 eV/Å
total charge = -2
electronic energy = -94199.950 eV
gap between HOMO and LUMO = 3.196 eV